(1)
{
  "formula": "C27H25N5O4Os",
  "method": "ωB97M-V with the def2-TZVPD basis set",
  "species": ["Os", "O", "O", "O", "O", "N", "N", "N", "N", "N", "C", "C", "C", "C", "C", "C", "C", "C", "C", "C", "C", "C", "C", "C", "C", "C", "C", "C", "C", "C", "C", "C", "C", "C", "C", "C", "C", "H", "H", "H", "H", "H", "H", "H", "H", "H", "H", "H", "H", "H", "H", "H", "H", "H", "H", "H", "H", "H", "H", "H", "H", "H"],
  "positions_angstrom": [[1.09923, 1.74501, -0.48390], [4.68835, 4.18830, -4.66469], [2.21057, 3.31068, -0.76662], [4.55553, 2.49372, -6.09351], [3.53452, 4.57040, -2.06310], [2.17057, 1.35615, -2.40340], [-0.04268, 0.12291, -0.28460], [-0.99758, 0.48741, 1.83828], [2.26513, 0.45804, -3.38452], [-1.50640, -1.40029, 0.65980], [1.08084, 3.52863, 1.84819], [2.93206, 3.56005, -1.88207], [-3.89983, -2.78512, 0.12307], [-0.79277, -0.59362, -2.50293], [1.03867, -2.67456, -2.50381], [4.28341, 2.98332, -5.03807], [1.89928, -2.07080, -0.20321], [0.99656, -1.83490, -1.39055], [-3.22001, -3.60405, 3.78999], [-1.46719, -2.17694, 3.00457], [-0.82339, -0.27285, 0.71769], [3.43238, 2.18863, -4.08209], [0.18711, -2.49101, -3.59042], [3.00692, 0.91416, -4.39965], [0.53555, 2.33689, 1.35048], [-0.43147, 1.67883, 2.18465], [-1.91531, 1.51819, 4.26325], [-0.73125, -1.44800, -3.59551], [-2.08830, -2.12761, 1.75638], [-2.04632, -2.90880, 4.02735], [0.66846, 4.05269, 3.06742], [-3.80894, -3.56737, 2.53315], [-3.26040, -2.82940, 1.49196], [-0.87070, 2.21665, 3.43165], [2.88158, 2.41848, -2.82369], [0.06247, -0.79261, -1.42095], [-0.30616, 3.39692, 3.84385], [0.24469, -3.16543, -4.43953], [2.74831, -2.69338, -0.47858], [1.36088, -2.59303, 0.59572], [3.21439, 0.33382, -5.29094], [2.28556, -1.14519, 0.21405], [4.37719, 4.42813, -3.78660], [1.81177, -0.44032, -3.30068], [-1.56593, -2.95859, 4.99680], [-3.27880, -3.28419, -0.63322], [1.75356, -3.49293, -2.51573], [-4.07650, -1.75881, -0.20893], [1.82405, 4.05451, 1.27290], [-0.51013, -1.68812, 3.16810], [-1.39523, -1.30004, -4.44157], [-1.67555, 0.11636, 2.49400], [-4.72377, -4.12139, 2.35438], [-1.49890, 0.23165, -2.48137], [-0.61837, 3.82632, 4.78869], [-4.85778, -3.30077, 0.12924], [1.09418, 4.98646, 3.41815], [-1.58820, -1.81453, -0.25995], [-3.66937, -4.19271, 4.58194], [-2.07639, 2.05288, 5.19722], [-1.61907, 0.49399, 4.52774], [-2.88107, 1.47719, 3.74370]],
  "forces_ev_per_a": [[0.941, 0.076, -1.194], [0.117, -0.257, -0.492], [0.312, 0.394, -0.281], [0.037, -0.012, -0.064], [0.278, 0.340, -0.205], [-0.164, 0.457, 0.316], [-0.509, -0.764, 0.017], [0.209, 0.834, 0.515], [0.032, -0.150, -0.250], [-0.242, -0.513, 0.486], [-0.278, -1.288, -1.086], [-0.511, -0.410, 0.620], [0.074, -0.068, 0.085], [-0.020, 0.052, 0.053], [0.052, -0.072, -0.076], [-0.023, 0.038, 0.074], [-0.181, -0.137, -0.104], [0.058, 0.002, 0.138], [-0.126, -0.099, 0.009], [0.205, 0.096, -0.098], [0.577, 0.174, -1.019], [0.019, 0.178, 0.091], [0.060, -0.052, -0.069], [-0.048, -0.410, -0.179], [-0.072, 0.677, 0.857], [0.425, -0.401, -1.008], [0.095, 0.083, -0.052], [-0.046, 0.026, -0.065], [0.027, 0.165, -0.096], [0.082, 0.026, 0.071], [-0.775, 0.094, 1.336], [-0.119, -0.074, 0.024], [-0.264, 0.002, -0.243], [-0.336, 0.252, 0.821], [-0.057, -0.133, 0.129], [-0.202, 0.087, 0.261], [0.309, 0.406, 0.049], [0.000, 0.075, 0.123], [-0.033, -0.006, -0.022], [0.028, 0.041, -0.059], [-0.073, 0.076, 0.167], [0.049, 0.151, 0.035], [-0.182, 0.251, 0.607], [-0.047, -0.110, 0.004], [-0.010, 0.008, -0.065], [-0.041, 0.049, 0.102], [-0.087, 0.094, 0.003], [-0.002, -0.039, 0.029], [0.076, 0.064, -0.104], [-0.054, -0.092, -0.032], [0.097, -0.015, 0.116], [-0.076, -0.118, 0.006], [0.061, 0.028, 0.010], [0.056, -0.068, -0.005], [0.052, 0.017, -0.081], [0.029, 0.013, 0.018], [-0.042, -0.062, 0.018], [0.124, -0.139, -0.027], [0.019, 0.063, -0.090], [0.025, 0.001, -0.060], [-0.019, 0.116, -0.075], [0.112, -0.018, 0.015]],
  "gap_ev": [8.754, 4.832],
  "spin_multiplicity": 5,
  "lumo_energy_ev": [-5.991, -9.963],
  "charge": 2,
  "homo_ha": [-0.5419, -0.5437]
}

***

(2)
{
  "formula": "C27H25NO7",
  "method": "ωB97M-V with the def2-TZVPD basis set",
  "species": ["O", "O", "O", "O", "O", "O", "O", "N", "C", "C", "C", "C", "C", "C", "C", "C", "C", "C", "C", "C", "C", "C", "C", "C", "C", "C", "C", "C", "C", "C", "C", "C", "C", "C", "C", "H", "H", "H", "H", "H", "H", "H", "H", "H", "H", "H", "H", "H", "H", "H", "H", "H", "H", "H", "H", "H", "H", "H", "H", "H"],
  "positions_angstrom": [[-6.11997, 1.10832, -0.74959], [4.85899, -2.72995, 1.30080], [1.83231, -2.11912, -1.09346], [3.48008, -1.00791, 1.41618], [0.19660, 2.42639, 1.27027], [0.71735, 1.22892, -1.70416], [-6.49610, -1.21889, 0.30439], [-0.28155, -0.22062, -0.28914], [5.64009, -0.67863, 0.42904], [6.37776, 1.49278, -0.52546], [-3.71654, 0.99488, -0.37429], [2.36376, 2.84356, 0.50154], [5.37201, 0.61744, 0.14668], [0.67856, 0.11700, -1.19219], [2.99073, -2.61583, -1.53922], [-0.88247, 1.52373, 1.40055], [-2.63630, 0.27115, 0.12060], [1.45152, 1.95468, 1.09070], [-1.23909, 0.81877, 0.06484], [3.67833, -1.68058, -2.25467], [-4.99915, 0.48253, -0.30107], [1.74953, -0.83583, -1.51819], [-5.20516, -0.79298, 0.27607], [-0.47562, -1.57803, 0.19105], [-6.77182, -2.48143, 0.85715], [3.17101, 0.27631, 1.12412], [-1.62831, -1.70352, 1.18895], [2.87454, -0.52459, -2.24595], [4.07665, 1.14121, 0.49188], [-4.11986, -1.50516, 0.75483], [3.64229, 2.44564, 0.21512], [-2.83655, -0.97443, 0.68616], [4.68572, -1.55814, 1.06324], [-5.98270, 2.37019, -1.35459], [1.88415, 0.68821, 1.44947], [-5.35147, 2.32283, -2.24794], [-0.70188, 0.79931, 2.19927], [-1.33285, -1.29775, 2.16011], [0.44439, -1.93823, 0.66145], [3.22456, -3.62789, -1.27344], [-1.72989, 2.15170, 1.68799], [-0.68822, -2.22586, -0.66811], [6.59997, 2.36000, 0.09426], [-6.27037, -3.28271, 0.30408], [-4.25445, -2.48153, 1.19256], [-6.98994, 2.66801, -1.64112], [-3.53324, 1.96035, -0.81743], [7.29855, 0.94534, -0.70670], [-7.84990, -2.60835, 0.77401], [5.98672, 1.84854, -1.47737], [-5.57167, 3.10899, -0.65849], [3.07486, 0.42417, -2.69839], [-1.84541, -2.76256, 1.33337], [2.01622, 3.83151, 0.24874], [4.63304, -1.80317, -2.72259], [6.58757, -1.13069, 0.18160], [1.24464, -0.02711, 1.93847], [-1.15716, 1.58233, -0.71884], [-6.48257, -2.53228, 1.91227], [4.31769, 3.13895, -0.25942]],
  "forces_ev_per_a": [[0.069, -0.352, 0.162], [-0.095, 0.349, -0.056], [-0.357, -0.146, 0.234], [-0.123, -0.169, 0.111], [0.246, 0.182, -0.003], [0.204, -0.081, -0.111], [0.192, 0.335, -0.142], [-0.140, 0.119, -0.077], [0.092, 0.519, -0.129], [0.005, -0.110, 0.030], [-0.214, 0.002, 0.011], [-0.276, 0.035, 0.100], [0.162, -0.524, 0.155], [-0.369, 0.072, 0.047], [0.706, 0.068, -0.431], [-0.402, -0.233, -0.279], [0.023, -0.302, 0.070], [0.627, 0.002, -0.034], [-0.019, 0.568, 0.176], [-0.214, -0.474, 0.234], [-0.135, -0.057, 0.047], [0.926, 0.563, -0.878], [-0.100, 0.103, -0.056], [0.091, -0.597, 0.180], [-0.028, -0.205, 0.093], [0.026, 0.902, -0.255], [0.069, 0.171, -0.134], [-0.805, -0.058, 0.376], [-0.354, -0.233, 0.299], [-0.242, 0.029, -0.032], [-0.028, -0.266, 0.092], [0.080, 0.213, -0.074], [0.175, -0.556, 0.060], [0.032, 0.193, -0.089], [-0.012, -0.052, 0.191], [-0.008, 0.003, 0.039], [-0.036, 0.038, 0.012], [0.048, -0.077, 0.039], [-0.172, 0.006, -0.064], [-0.067, -0.137, 0.103], [0.099, -0.123, 0.007], [0.040, -0.014, 0.170], [0.031, 0.097, -0.003], [-0.004, 0.034, 0.029], [-0.081, -0.121, 0.039], [0.091, 0.027, 0.001], [-0.039, 0.139, -0.093], [0.057, 0.010, -0.025], [0.079, -0.038, 0.029], [0.005, 0.087, -0.087], [0.001, -0.031, -0.027], [-0.027, 0.238, -0.057], [0.058, 0.022, 0.025], [-0.046, 0.121, -0.058], [0.212, -0.101, -0.067], [0.072, -0.037, -0.019], [-0.113, -0.082, 0.019], [-0.094, -0.159, 0.211], [0.005, -0.001, -0.045], [0.083, 0.091, -0.066]],
  "gap_ev": 8.329,
  "lumo_energy_ev": 0.295,
  "smiles": "COc1cc2c(cc1OC)[C@@H](COc1ccc3c(C)cc(=O)oc3c1)N(C(=O)c1ccco1)CC2",
  "homo_ha": -0.2952
}